(1)
{
  "formula": "C30H87N5O11",
  "method": "ωB97M-V with the def2-TZVPD basis set",
  "elements": ["C", "O", "C", "C", "C", "N", "H", "H", "H", "H", "H", "H", "H", "H", "H", "H", "H", "C", "O", "C", "C", "C", "N", "H", "H", "H", "H", "H", "H", "H", "H", "H", "H", "H", "C", "O", "C", "C", "C", "N", "H", "H", "H", "H", "H", "H", "H", "H", "H", "H", "H", "C", "O", "C", "C", "C", "N", "H", "H", "H", "H", "H", "H", "H", "H", "H", "H", "H", "C", "O", "C", "C", "C", "N", "H", "H", "H", "H", "H", "H", "H", "H", "H", "H", "H", "C", "C", "C", "O", "H", "H", "H", "H", "H", "H", "H", "H", "C", "C", "C", "O", "H", "H", "H", "H", "H", "H", "H", "H", "C", "O", "H", "H", "H", "H", "C", "O", "H", "H", "H", "H", "C", "O", "H", "H", "H", "H", "C", "O", "H", "H", "H", "H"],
  "coordinates": [[18.624, 12.150, 11.718], [18.219, 12.077, 10.369], [16.780, 12.134, 10.274], [16.102, 10.829, 10.765], [16.400, 9.811, 9.630], [14.671, 10.913, 11.160], [19.696, 11.903, 11.716], [18.141, 11.407, 12.372], [18.494, 13.152, 12.163], [16.385, 13.002, 10.802], [16.505, 12.191, 9.229], [16.665, 10.387, 11.615], [16.040, 8.785, 9.837], [17.442, 9.758, 9.412], [15.820, 10.132, 8.738], [14.254, 11.473, 10.386], [14.314, 9.958, 11.052], [22.417, 12.115, 13.276], [22.287, 13.450, 13.660], [21.609, 13.618, 14.880], [20.108, 13.538, 14.843], [19.484, 14.650, 13.920], [19.587, 13.407, 16.196], [21.971, 12.000, 12.255], [21.899, 11.410, 13.995], [23.515, 11.913, 13.234], [21.948, 12.898, 15.642], [21.825, 14.634, 15.308], [20.088, 12.620, 14.248], [18.416, 14.457, 13.783], [19.989, 14.569, 12.982], [19.620, 15.623, 14.370], [19.479, 12.398, 16.424], [20.033, 14.044, 16.839], [20.216, 18.185, 12.810], [20.990, 18.603, 13.929], [21.960, 19.519, 13.392], [22.469, 20.455, 14.413], [23.469, 21.365, 13.784], [23.158, 19.664, 15.470], [20.873, 17.903, 11.954], [19.709, 19.148, 12.549], [19.556, 17.379, 13.161], [22.799, 18.836, 13.038], [21.560, 20.092, 12.570], [21.470, 20.948, 14.665], [23.960, 22.007, 14.482], [22.949, 21.922, 13.012], [24.275, 20.825, 13.311], [23.331, 20.277, 16.286], [22.547, 18.968, 15.900], [23.540, 15.395, 10.704], [22.665, 14.967, 9.630], [21.399, 15.481, 9.812], [20.371, 14.483, 9.377], [20.368, 14.075, 7.889], [19.029, 15.145, 9.655], [23.143, 15.036, 11.687], [23.671, 16.451, 10.696], [24.568, 15.025, 10.639], [21.215, 15.626, 10.883], [21.276, 16.492, 9.396], [20.484, 13.572, 10.025], [21.174, 13.370, 7.821], [20.475, 14.968, 7.217], [19.485, 13.552, 7.728], [18.281, 14.475, 9.434], [18.955, 15.292, 10.683], [9.979, 13.469, 11.871], [10.755, 14.603, 12.204], [9.981, 15.820, 12.083], [10.828, 17.072, 12.399], [11.587, 16.865, 13.729], [9.965, 18.212, 12.483], [10.558, 12.607, 12.319], [9.890, 13.275, 10.785], [8.919, 13.641, 12.156], [9.544, 15.850, 11.105], [9.193, 15.856, 12.876], [11.571, 17.305, 11.662], [10.908, 16.633, 14.563], [11.995, 17.833, 13.926], [12.316, 16.091, 13.574], [9.513, 18.457, 13.340], [9.412, 18.391, 11.666], [13.293, 11.110, 15.086], [14.433, 12.065, 14.789], [15.802, 11.402, 15.011], [14.296, 12.576, 13.425], [13.487, 10.143, 14.575], [12.427, 11.534, 14.688], [13.093, 10.917, 16.126], [14.381, 12.892, 15.427], [15.984, 10.574, 14.288], [16.070, 10.949, 15.974], [16.528, 12.184, 14.725], [14.453, 11.876, 12.778], [19.286, 18.962, 17.544], [18.866, 17.727, 16.718], [17.813, 18.056, 15.609], [19.995, 17.148, 16.107], [18.396, 19.501, 17.821], [19.924, 19.619, 16.949], [19.840, 18.817, 18.411], [18.505, 16.971, 17.423], [17.465, 17.190, 15.061], [18.194, 18.857, 14.915], [16.985, 18.442, 16.120], [20.286, 17.879, 15.544], [16.994, 14.355, 18.183], [16.965, 13.564, 17.022], [17.088, 15.418, 17.929], [16.022, 14.225, 18.554], [17.733, 14.027, 18.919], [17.776, 13.642, 16.465], [18.406, 18.160, 7.618], [19.056, 17.850, 8.773], [18.924, 17.746, 6.745], [17.382, 17.775, 7.626], [18.361, 19.230, 7.508], [19.125, 16.901, 8.960], [15.430, 16.024, 13.072], [16.216, 14.880, 12.745], [14.695, 15.803, 13.831], [16.079, 16.713, 13.525], [14.951, 16.378, 12.170], [15.617, 14.117, 12.960], [13.909, 14.451, 9.750], [12.893, 15.350, 10.210], [13.632, 13.571, 9.192], [14.669, 14.981, 9.138], [14.544, 14.253, 10.644], [12.400, 14.920, 10.899]],
  "e_lumo_ev": 0.586,
  "fmax_ev_per_a": 2.9,
  "e_above_lowest_kj_mol": 139.0,
  "molar_mass_g_mol": 694.0,
  "multiplicity": 1,
  "smiles": "COC[C@H](C)N.COC[C@H](C)N.COC[C@H](C)N.COC[C@H](C)N.COC[C@H](C)N.CC(C)O.CC(C)O.CO.CO.CO.CO"
}

---

(2)
{
  "formula": "C3H6OS",
  "method": "ωB97M-V with the def2-TZVPD basis set",
  "elements": ["C", "C", "C", "O", "S", "H", "H", "H", "H", "H", "H"],
  "coordinates": [[1.078, -0.033, 0.133], [-1.307, 0.476, -0.277], [-0.147, -0.513, -0.532], [1.945, 1.048, -0.057], [2.745, -0.450, 0.118], [0.802, -0.738, 2.869], [-2.128, 0.172, -0.835], [-1.042, 1.562, -0.399], [-1.544, 0.339, 0.831], [-0.171, -0.392, -1.705], [-0.231, -1.470, -0.147]],
  "e_lumo_ev": [-0.242, -0.339],
  "fmax_ev_per_a": 5.3,
  "e_above_lowest_kj_mol": 669.5,
  "molar_mass_g_mol": 90.1,
  "multiplicity": 1
}

---

(3)
{
  "formula": "C21H39N3O11S5",
  "method": "ωB97M-V with the def2-TZVPD basis set",
  "elements": ["N", "C", "O", "O", "C", "C", "S", "C", "N", "N", "C", "O", "H", "H", "H", "H", "H", "H", "H", "O", "S", "O", "C", "C", "C", "C", "H", "H", "H", "H", "H", "H", "H", "H", "O", "S", "O", "C", "C", "C", "C", "H", "H", "H", "H", "H", "H", "H", "H", "O", "S", "O", "C", "C", "C", "C", "H", "H", "H", "H", "H", "H", "H", "H", "O", "S", "O", "C", "C", "C", "C", "H", "H", "H", "H", "H", "H", "H", "H"],
  "coordinates": [[-0.614, -3.635, -0.392], [-0.054, -3.056, -1.570], [-0.315, -3.470, -2.674], [0.809, -1.998, -1.435], [0.253, -0.903, -0.707], [-0.957, -0.286, -1.400], [-2.117, 0.419, -0.191], [-3.388, -0.778, -0.291], [-3.814, -1.585, 0.576], [-4.815, -2.316, -0.046], [-4.899, -1.892, -1.224], [-4.026, -0.896, -1.477], [0.094, -3.636, 0.335], [-1.353, -3.007, -0.082], [1.031, -0.151, -0.656], [0.034, -1.185, 0.321], [-0.625, 0.489, -2.077], [-1.507, -0.987, -2.018], [-5.576, -2.288, -1.949], [4.755, 1.714, -1.445], [4.144, 0.506, -1.938], [2.749, 0.219, -1.700], [4.486, 0.356, -3.686], [5.806, -0.403, -3.752], [5.694, -1.521, -2.708], [5.136, -0.899, -1.420], [4.528, 1.347, -4.133], [3.674, -0.222, -4.128], [5.988, -0.803, -4.751], [6.633, 0.263, -3.493], [5.006, -2.289, -3.070], [6.654, -2.001, -2.526], [4.505, -1.591, -0.868], [5.928, -0.524, -0.775], [-1.442, -0.490, 2.853], [-2.382, -0.256, 3.920], [-3.547, -1.082, 4.096], [-1.481, -0.166, 5.464], [-1.098, 1.305, 5.594], [-2.342, 2.099, 5.178], [-2.871, 1.472, 3.879], [-0.626, -0.838, 5.423], [-2.160, -0.471, 6.259], [-0.786, 1.548, 6.608], [-0.269, 1.535, 4.921], [-3.096, 2.025, 5.957], [-2.119, 3.155, 5.043], [-3.955, 1.528, 3.807], [-2.419, 1.924, 2.998], [-4.363, 5.820, 8.594], [-4.451, 4.758, 7.627], [-3.299, 3.967, 7.272], [-5.796, 3.672, 8.090], [-7.019, 4.273, 7.405], [-6.560, 4.662, 5.994], [-5.221, 5.399, 6.134], [-5.875, 3.636, 9.174], [-5.570, 2.680, 7.697], [-7.848, 3.568, 7.381], [-7.349, 5.162, 7.946], [-6.423, 3.760, 5.394], [-7.296, 5.283, 5.486], [-4.560, 5.215, 5.290], [-5.361, 6.469, 6.268], [6.358, -1.766, -6.441], [6.252, -2.837, -7.407], [7.374, -3.684, -7.708], [4.838, -3.846, -6.981], [3.671, -3.190, -7.714], [4.200, -2.839, -9.111], [5.569, -2.170, -8.929], [4.717, -3.866, -5.900], [5.028, -4.851, -7.356], [2.809, -3.852, -7.761], [3.369, -2.279, -7.193], [4.311, -3.752, -9.698], [3.515, -2.186, -9.649], [6.250, -2.394, -9.746], [5.479, -1.092, -8.808]],
  "e_lumo_ev": 0.401,
  "fmax_ev_per_a": 2.1,
  "molar_mass_g_mol": 669.9,
  "multiplicity": 1,
  "smiles": "NC(=O)OCCSc1nnco1.O=S1(=O)CCCC1.O=S1(=O)CCCC1.O=S1(=O)CCCC1.O=S1(=O)CCCC1"
}

---

(4)
{
  "formula": "C6H10",
  "method": "ωB97M-V with the def2-TZVPD basis set",
  "elements": ["C", "C", "C", "C", "C", "C", "H", "H", "H", "H", "H", "H", "H", "H", "H", "H"],
  "coordinates": [[-2.221, -0.529, 0.318], [-0.819, -0.931, -0.094], [0.158, 0.092, -0.380], [-0.238, 1.316, -0.953], [2.826, 0.398, -0.116], [1.497, 0.147, 0.289], [-1.991, 0.233, 1.110], [-2.863, -0.027, -0.405], [-2.718, -1.379, 0.906], [-0.167, -1.737, 1.707], [-0.934, -1.788, -0.794], [-1.114, 1.226, -1.563], [0.364, 2.261, -0.755], [3.643, 0.044, 0.494], [3.059, 1.043, -0.962], [1.519, -0.372, 1.200]],
  "e_lumo_ev": -0.494,
  "fmax_ev_per_a": 5.7,
  "e_above_lowest_kj_mol": 584.8,
  "molar_mass_g_mol": 82.1,
  "multiplicity": 1
}

---

(5)
{
  "formula": "C7H7BrO2",
  "method": "ωB97M-V with the def2-TZVPD basis set",
  "elements": ["C", "C", "C", "C", "O", "C", "O", "C", "C", "Br", "H", "H", "H", "H", "H", "H", "H"],
  "coordinates": [[1.334, 0.888, -0.170], [0.093, 0.035, -0.019], [0.351, -1.337, 0.261], [-1.106, 0.774, 0.038], [-1.108, 2.126, 0.010], [-2.419, 2.644, -0.053], [-2.624, 3.805, 0.023], [-3.311, 1.514, -0.045], [-2.574, 0.422, 0.027], [-3.294, -1.320, -0.153], [1.147, 1.905, -0.311], [1.988, 0.622, 0.701], [2.117, 0.669, -1.005], [-0.313, -1.898, 0.973], [0.136, -2.097, -0.640], [1.345, -1.394, 0.594], [-4.370, 1.517, 0.000]],
  "e_lumo_ev": -0.496,
  "fmax_ev_per_a": 5.5,
  "e_above_lowest_kj_mol": 80.7,
  "molar_mass_g_mol": 203.0,
  "multiplicity": 1,
  "smiles": "CC(C)=C1OC(=O)C=C1Br"
}

---

(6)
{
  "formula": "C7H14ClMoN5O6Se",
  "method": "ωB97M-V with the def2-TZVPD basis set",
  "elements": ["Mo", "N", "C", "C", "C", "C", "N", "C", "N", "N", "C", "O", "O", "H", "H", "H", "H", "H", "H", "H", "H", "H", "H", "H", "H", "H", "H", "O", "Cl", "O", "O", "O", "Se", "C", "N"],
  "coordinates": [[-0.807, 0.469, -0.417], [0.236, 0.097, 1.331], [0.812, 1.328, 1.964], [-0.094, 1.810, 3.108], [0.273, 3.138, 3.787], [1.634, 3.220, 4.493], [2.711, 3.591, 3.572], [3.897, 4.057, 3.959], [4.266, 4.018, 5.237], [4.729, 4.557, 3.047], [0.937, 2.385, 0.859], [1.682, 3.323, 0.925], [0.087, 2.203, -0.163], [-0.310, -0.432, 2.014], [0.998, -0.527, 1.038], [1.810, 1.099, 2.344], [-0.120, 1.020, 3.864], [-1.113, 1.908, 2.716], [-0.489, 3.306, 4.549], [0.176, 3.972, 3.090], [1.868, 2.267, 4.979], [1.563, 3.984, 5.270], [2.467, 3.686, 2.588], [3.674, 3.622, 5.946], [5.147, 4.401, 5.537], [4.441, 4.673, 2.089], [5.641, 4.898, 3.299], [0.558, -2.206, -3.013], [0.496, -1.625, -1.756], [0.939, -0.199, -1.718], [-0.980, -1.377, -1.371], [1.112, -2.330, -0.703], [-3.047, 0.653, 0.454], [-3.116, 1.040, -1.342], [-2.906, 1.260, -2.457]],
  "e_lumo_ev": [-9.238, -8.549],
  "fmax_ev_per_a": 2.2,
  "e_above_lowest_kj_mol": 74.2,
  "charge": 2,
  "molar_mass_g_mol": 474.6,
  "multiplicity": 3
}